[1]
A molecular structure, C40H73CsN5O6PS3SbSi, computed with wB97M-V/def2-TZVPD.

```
131
C40H73CsN5O6PS3SbSi | OMol25 | wB97M-V/def2-TZVPD
Cs 1.55731 -1.02778 -0.04834
C 4.98111 -1.29449 0.14897
C 5.70831 -0.16769 0.92916
C 7.00951 0.06747 0.18980
C 4.79765 1.04071 0.94776
C 5.34995 2.15916 1.88616
O 4.71353 1.89426 3.15047
C 3.72332 1.02588 2.83889
N 3.59178 0.57391 1.66287
C 2.89020 0.58187 3.98333
C 3.59026 -0.05422 4.98253
C 2.93560 -0.73043 5.98390
C 1.52044 -0.65409 6.05675
C 0.87748 0.16160 5.14237
C 1.52293 0.73910 4.05179
P 0.67561 1.56967 2.60829
C 1.50760 3.18829 2.55058
C 1.66931 3.72481 1.27945
C 2.41126 4.90648 1.18543
C 2.84927 5.63705 2.33087
C 2.60189 5.08282 3.56622
C 1.95344 3.87631 3.67226
C -0.97836 2.00487 3.21477
C -2.10974 1.67359 2.46259
C -3.40001 1.89183 2.97675
C -3.58991 2.49190 4.21659
C -2.44859 2.96479 4.91189
C -1.18383 2.70669 4.42785
H 5.70950 -2.10083 -0.11348
H 4.60728 -0.91855 -0.79427
H 4.16979 -1.68864 0.68850
H 5.90651 -0.50441 1.96190
H 6.92531 -0.09768 -0.91556
H 7.73912 -0.66220 0.55916
H 7.42871 1.04621 0.32644
H 4.61947 1.43254 -0.08477
H 4.99709 3.13762 1.50049
H 6.41386 2.15701 1.93892
H 4.65472 -0.13134 4.91368
H 3.45087 -1.37840 6.69519
H 0.97479 -1.20211 6.83466
H -0.17798 0.34071 5.38004
H 1.41452 3.09495 0.41526
H 2.61633 5.27685 0.18624
H 3.37946 6.57227 2.22422
H 3.07053 5.50955 4.45846
H 1.90330 3.38836 4.65055
H -1.91710 1.13339 1.53246
H -4.24123 1.64300 2.35986
H -4.59849 2.71988 4.58331
H -2.56578 3.53704 5.84933
H -0.31615 3.09720 4.99592
S 6.58741 -2.77036 -3.18263
Sb 4.30139 -3.20448 -3.05066
S 2.97178 -1.25153 -3.29616
S 3.70065 -4.24832 -1.04121
C 0.08906 -4.09311 -2.02576
N -0.37564 -3.64564 -0.71844
C -1.75382 -3.15955 -0.83834
C -0.18385 -4.65067 0.27779
C -0.36062 -4.24881 1.72014
N 0.63490 -3.32258 2.25415
C 0.28336 -2.85708 3.59099
C 2.03045 -3.73474 2.20370
H -0.65580 -4.80290 -2.46024
H 1.07044 -4.56563 -1.95761
H 0.21492 -3.25513 -2.69273
H -2.41149 -3.92328 -1.25936
H -1.68177 -2.23845 -1.39246
H -2.11809 -2.86589 0.15579
H 0.77771 -5.11586 0.12302
H -0.93421 -5.51741 0.09435
H -0.47038 -5.17940 2.32833
H -1.30526 -3.72602 1.79027
H 0.24918 -3.64366 4.35910
H -0.72533 -2.35933 3.59246
H 1.03874 -2.09672 3.88137
H 2.59964 -2.82021 2.41476
H 2.29531 -4.08944 1.23128
H 2.28860 -4.53249 2.91186
O 3.20712 1.74839 -1.98739
H 3.23589 0.80609 -2.15177
H 3.36158 2.10310 -2.87023
O -0.97393 0.41580 -1.10436
H -1.85553 0.31566 -1.50166
H -0.49348 1.02248 -1.66470
N -0.45629 2.03575 -3.70444
C 0.70478 1.94723 -4.38588
N 1.06784 0.76701 -4.87321
O 1.36359 3.01706 -4.58639
H -1.15227 1.31298 -3.65394
H -0.77028 2.98375 -3.49733
H 0.87585 -0.08035 -4.37832
H 1.95970 0.70115 -5.32405
O -1.32929 3.65012 -0.58592
H -1.51387 2.71603 -0.60636
H -0.41545 3.76745 -0.86606
O 1.40628 3.98287 -1.89691
H 1.30963 3.92654 -2.84684
H 1.94120 3.19660 -1.72985
C -5.08981 1.60575 -3.40334
Si -4.00244 0.14446 -2.79135
C -5.35108 -0.62962 -1.53879
C -5.06919 -0.04007 -0.13497
C -5.20144 -2.15905 -1.41496
C -6.82182 -0.36970 -1.81885
C -3.98963 -0.96792 -4.47055
C -3.26146 -2.26949 -4.28562
C -5.33763 -1.20199 -5.22291
C -3.16343 -0.11645 -5.47384
H -6.11345 1.26861 -3.71140
H -4.63785 2.29311 -4.17204
H -5.29792 2.24681 -2.52934
H -4.05512 -0.21855 0.14510
H -5.76076 -0.40071 0.61263
H -5.24799 1.05118 -0.16660
H -4.17528 -2.45009 -1.24704
H -5.62993 -2.67748 -2.29146
H -5.77466 -2.46861 -0.52922
H -7.05253 0.68692 -1.71792
H -7.39960 -0.90795 -1.09167
H -7.11011 -0.66885 -2.80826
H -3.67654 -2.96791 -3.49193
H -2.20617 -2.14090 -4.02018
H -3.24433 -2.85907 -5.24507
H -5.90795 -1.88511 -4.62726
H -5.19709 -1.58921 -6.23156
H -5.93517 -0.33741 -5.27241
H -2.10113 -0.04557 -5.17703
H -3.56175 0.88344 -5.67654
H -3.14878 -0.66249 -6.45029
```

Output
- highest occupied orbital energy (alpha / beta) (eV) = -1.737 / -1.942
- total energy (eV) = -119162.40250
- <S²> = 0.761
- HOMO-LUMO gap (alpha / beta) (eV) = 4.9 / 5.1
- energy relative to the best compared isomer or geometry (same formula, charge and spin) (kcal/mol) = 0.0
- 2S+1 = 2
- charge = -2
- LUMO (alpha / beta) (eV) = 3.15 / 3.15

Atomic partial charges in e from the Löwdin method, atoms 1 to 2: number 1, Cs, carries 0.724; number 2, C, carries -0.170

***

[2]
2 unconnected molecules or ions with the total composition C2H9N2O, computed with wB97M-V/def2-TZVPD.

```
14
C2H9N2O | OMol25 | wB97M-V/def2-TZVPD
C 0.82901 1.26090 -2.27571
N 0.23120 0.20055 -1.42042
H 1.29516 0.92470 -3.19451
H 1.34077 1.98959 -1.67530
H -0.01297 1.85055 -2.64794
H -0.37335 -0.42474 -1.95224
H 0.97053 -0.32965 -0.95942
H -0.36391 0.59531 -0.68918
C -0.47330 -1.04949 1.82334
N -0.69880 -1.03913 3.14318
O 0.23260 -0.23187 1.24994
H -1.01863 -1.83453 1.33181
H -1.25113 -1.74221 3.60820
H -0.70718 -0.16999 3.65826
```

Output
- highest occupied orbital energy (eV) = -14.245
- total energy (eV) = -7241.41705
- HOMO-LUMO gap (eV) = 10.9
- energy relative to the best compared isomer or geometry (same formula, charge and spin) (kcal/mol) = 21.7
- 2S+1 = 1
- charge = +1
- LUMO (eV) = -3.39

Atomic partial charges in e from the Löwdin method, atoms 1 to 2: number 1, C, carries -0.012; number 2, N, carries 0.135

***

[3]
A molecular structure, C39H45N3O7W, computed with wB97M-V/def2-TZVPD.

```
95
C39H45N3O7W | OMol25 | wB97M-V/def2-TZVPD
W -0.00413 0.13605 -0.10002
O 0.80334 1.64272 3.66344
C 0.17102 1.29395 2.69991
O 0.60576 0.41429 1.81906
C -1.25417 1.82208 2.46926
C -2.19663 0.71274 2.01672
C -3.65372 1.15084 2.05708
C -3.75036 2.10307 0.83670
C -2.32043 2.10290 0.32337
O -1.94583 0.68662 0.56086
C -1.38683 2.84395 1.28861
C -0.05272 3.14749 0.62770
O 0.44541 4.24413 0.65651
O 0.47423 2.11626 0.01026
H -1.57906 2.26713 3.40669
H -1.97666 -0.26873 2.40002
H -4.31612 0.29416 1.94586
H -3.88408 1.63973 3.00193
H -4.43062 1.71342 0.08151
H -4.06892 3.10988 1.09972
H -2.17559 2.32095 -0.73159
H -1.82440 3.78216 1.62119
C 3.66595 0.95502 -0.35526
C 2.71136 0.60291 -1.48403
C 3.25433 -0.43653 -2.46086
C 2.18831 1.80734 -2.23322
C 3.07170 2.79165 -2.64564
C 2.60690 3.91374 -3.31293
C 1.25187 4.06566 -3.53388
C 0.33560 3.09808 -3.13043
C -1.14487 3.37620 -3.30441
C -1.56254 4.59423 -2.47287
C -1.52407 3.57346 -4.77198
C 0.82926 1.94530 -2.51972
N -0.03499 0.87565 -2.11379
C -0.72354 0.27841 -3.11600
O -0.75334 0.56451 -4.30081
C -1.47678 -0.89853 -2.60339
C -2.35653 -1.64146 -3.36335
C -2.91506 -2.77950 -2.80157
C -2.53041 -3.16295 -1.52560
C -1.63325 -2.36937 -0.83983
N -1.15086 -1.23807 -1.35496
C -1.00813 -2.77080 0.45307
O -1.29151 -3.85277 0.94777
N -0.11882 -1.85119 0.88401
C 0.64915 -2.29497 2.03373
C 0.03927 -2.53038 3.27333
C 0.83315 -2.91299 4.35094
C 2.18900 -3.10977 4.21239
C 2.76336 -2.97722 2.96152
C 2.01245 -2.59234 1.85786
C 2.65520 -2.59225 0.48310
C 4.17960 -2.68915 0.52970
C 2.12288 -3.74213 -0.37998
C -1.45645 -2.48868 3.51930
C -1.98966 -3.88276 3.86428
C -1.82560 -1.49875 4.63055
H 3.96985 0.05880 0.18232
H 3.19779 1.64768 0.34371
H 4.56529 1.42485 -0.75413
H 1.83368 0.07910 -0.99669
H 4.12583 -0.01906 -2.96904
H 2.50975 -0.67562 -3.22163
H 3.55754 -1.35026 -1.95384
H 4.12958 2.69432 -2.43805
H 3.30073 4.67962 -3.63377
H 0.89054 4.96497 -4.01776
H -1.70184 2.51311 -2.93506
H -1.11343 5.50702 -2.86890
H -1.24118 4.51217 -1.43344
H -2.64769 4.72194 -2.50373
H -1.02817 4.45529 -5.18341
H -2.60105 3.72873 -4.86830
H -1.24061 2.70585 -5.36421
H -2.55878 -1.31742 -4.37424
H -3.61493 -3.38144 -3.36594
H -2.87033 -4.07149 -1.04935
H 0.36761 -3.07750 5.31490
H 2.79247 -3.39971 5.06275
H 3.81711 -3.18559 2.84950
H 2.39078 -1.65143 -0.00980
H 4.49233 -3.66804 0.89794
H 4.62855 -1.93070 1.17126
H 4.59926 -2.58379 -0.47114
H 2.41734 -4.69747 0.05985
H 2.54306 -3.68999 -1.38759
H 1.03799 -3.74438 -0.45729
H -1.94977 -2.20484 2.59036
H -1.55484 -4.24249 4.79881
H -1.75083 -4.58875 3.07170
H -3.07438 -3.85154 3.99307
H -1.52042 -1.88755 5.60310
H -2.90812 -1.34769 4.67015
H -1.33312 -0.53208 4.51600
```

Output
- highest occupied orbital energy (alpha / beta) (eV) = -8.184 / -8.583
- total energy (eV) = -61805.82674
- <S²> = 2.014
- HOMO-LUMO gap (alpha / beta) (eV) = 7.6 / 7.3
- energy relative to the best compared isomer or geometry (same formula, charge and spin) (kcal/mol) = 0.0
- 2S+1 = 3
- LUMO (alpha / beta) (eV) = -0.62 / -1.31

Atomic partial charges in e from the Löwdin method, atoms 1 to 2: number 1, W, carries 1.831; number 2, O, carries 0.127